Density functional theory data (ωB97M-V/def2-TZVPD) for 10 unconnected molecules or ions with the total composition C36H84O34P4 in a non-equilibrium geometry.

Atoms and positions in Å:
C -1.835474 -0.030197 4.585918
C -2.644754 0.843993 5.559288
O -4.018474 0.419023 5.705008
C -4.705684 0.365723 6.834108
O -4.345994 0.852013 7.908738
O -5.877124 -0.207437 6.559258
C -6.674824 -0.636537 7.648048
H -1.792094 0.300133 3.548088
H -2.403454 -0.958867 4.641408
H -0.826964 -0.292907 4.905288
H -2.652094 1.847963 5.134928
H -2.131234 0.989583 6.509658
H -6.221644 -1.514127 8.109098
H -7.705114 -0.756217 7.312958
H -6.843504 0.114243 8.420038
C -5.634064 -6.899957 -3.248292
C -4.950274 -5.936007 -4.229832
O -4.128954 -5.105647 -3.374792
C -2.752264 -5.318497 -3.187522
O -2.105304 -6.378497 -3.533572
O -2.422254 -4.295717 -2.463232
C -1.107174 -4.181847 -1.790212
H -6.058884 -6.346097 -2.411112
H -4.919604 -7.606827 -2.826402
H -6.410164 -7.511167 -3.708932
H -5.656034 -5.358487 -4.826892
H -4.348974 -6.474647 -4.962232
H -0.675124 -5.110407 -1.417112
H -1.338784 -3.674787 -0.853542
H -0.348414 -3.686297 -2.395862
C -1.109014 -2.939507 1.937168
C 0.356776 -2.679317 1.728998
O 0.586216 -1.258167 1.435638
C 0.496496 -0.798367 0.281548
O 0.037966 -1.353007 -0.739562
O 0.831676 0.493103 0.323508
C 0.733756 1.448793 -0.716172
H -1.324834 -2.168017 2.676308
H -1.346884 -3.896737 2.401098
H -1.711434 -2.676527 1.067658
H 0.626566 -3.355737 0.917978
H 1.049456 -3.086927 2.465308
H 0.433416 2.381853 -0.239432
H -0.230064 1.187043 -1.152782
H 1.592266 1.598223 -1.370942
C 1.015876 3.642073 7.848448
C 1.294756 4.258043 6.544258
O 0.198636 4.203573 5.634218
C 0.068126 3.289023 4.684158
O -0.896414 3.124373 3.968508
O 1.254596 2.461773 4.677098
C 1.479876 1.585883 3.609938
H 1.708076 4.036663 8.592268
H 1.175616 2.568023 7.753548
H 0.057626 3.835253 8.330658
H 2.220626 3.785133 6.216808
H 1.555146 5.285723 6.797578
H 1.750096 0.600233 3.988848
H 2.332766 2.043733 3.108898
H 0.673916 1.391713 2.902248
C -1.750554 -10.405707 -2.642302
C -2.440534 -10.724717 -1.349952
O -1.974784 -9.827397 -0.358302
C -2.547964 -8.748707 0.128778
O -3.704624 -8.362147 -0.063232
O -1.639824 -8.204667 0.971928
C -2.087014 -7.170887 1.779018
H -2.076794 -10.704827 -3.638392
H -0.695454 -10.635967 -2.494512
H -1.742394 -9.337887 -2.860942
H -2.194674 -11.723267 -0.988622
H -3.513234 -10.532187 -1.331672
H -2.822674 -7.475387 2.523438
H -2.260264 -6.235347 1.247168
H -1.200734 -7.027767 2.397178
C 2.797916 1.612053 -5.016102
C 3.457336 3.009013 -4.732252
O 4.510236 2.870123 -3.802722
C 5.689716 3.442233 -4.134032
O 5.718956 4.412663 -4.922042
O 6.646636 3.031523 -3.277372
C 7.746576 3.888233 -2.994452
H 3.504086 0.781773 -5.023872
H 2.329526 1.585913 -5.999982
H 1.994156 1.472223 -4.293242
H 2.684776 3.744763 -4.508822
H 3.727616 3.359213 -5.728452
H 7.751406 4.852113 -3.503402
H 8.645286 3.348643 -3.293232
H 7.790996 4.174963 -1.943782
C 2.101916 5.675133 3.300768
O 3.119126 5.486283 2.349638
P 2.726006 5.348863 0.812898
O 1.515026 4.544563 0.537038
O 4.101416 4.754813 0.027568
C 4.364656 3.368113 0.148218
O 2.626606 6.904753 0.304938
C 3.722876 7.637723 0.790628
H 1.177206 5.253203 2.907098
H 1.998206 6.715223 3.609918
H 2.299026 5.029853 4.156838
H 4.503766 2.824453 -0.786222
H 3.454136 2.859763 0.465448
H 5.180056 3.087763 0.815028
H 4.436036 7.657213 -0.033462
H 4.159976 7.282853 1.723958
H 3.296306 8.633333 0.912738
C -0.547824 3.270613 -3.669022
O 0.127606 3.220533 -4.920072
P 0.007846 4.432713 -5.928752
O -0.380274 5.760593 -5.277672
O 1.442006 4.344693 -6.673242
C 1.649616 5.233463 -7.756012
O -1.034924 4.008523 -7.103012
C -2.389534 4.235793 -6.958912
H 0.057866 3.687433 -2.864342
H -0.929174 2.287193 -3.394172
H -1.465384 3.814763 -3.892822
H 1.358996 6.233283 -7.433532
H 1.066226 4.863383 -8.599102
H 2.698656 5.307393 -8.042632
H -2.736474 4.933533 -7.721062
H -2.724944 4.576363 -5.979312
H -3.001494 3.378693 -7.239952
C -5.330944 3.425863 -1.856312
O -4.846584 3.047263 -0.541632
P -3.463714 2.172123 -0.417482
O -2.907674 1.918213 -1.794082
O -3.855694 0.866343 0.462838
C -3.053264 -0.328697 0.485328
O -2.489874 2.988603 0.606928
C -2.936524 3.311513 1.927618
H -5.155584 2.677523 -2.629192
H -5.000904 4.419273 -2.160162
H -6.419294 3.434853 -1.796962
H -3.673324 -1.137217 0.872518
H -2.260154 -0.075707 1.188938
H -2.699624 -0.543397 -0.523112
H -2.322354 4.154763 2.243578
H -2.986704 2.438753 2.578668
H -3.955214 3.693563 1.861308
C 4.411326 -1.331567 1.553638
O 3.963226 -2.539907 1.011088
P 4.803446 -3.406377 0.046108
O 5.651916 -2.680137 -0.926692
O 5.396706 -4.639667 0.898618
C 4.641436 -5.538417 1.623878
O 3.640126 -4.122467 -0.836482
C 2.706356 -3.385737 -1.539852
H 5.441326 -1.105927 1.277428
H 4.363416 -1.476597 2.632878
H 3.640456 -0.695907 1.117968
H 4.845746 -6.411907 1.004718
H 3.567696 -5.374887 1.715728
H 5.072056 -5.800797 2.590228
H 2.996306 -3.404667 -2.590402
H 2.816416 -2.347707 -1.226032
H 1.697626 -3.781847 -1.422892

Forces on atoms 1 to 3 (eV/Å):
C -1.153 -1.050 0.712
C 1.013 1.656 -0.153
O 0.170 -0.765 -0.901

Frontier orbital gap (spin up / spin down) in eV: 1.65 / 10.22
2S+1: 2
Electronic energy in hartree: -5345.84531
<S²>: 0.75
Charge: -1
E_LUMO (spin up / spin down) in eV: 2.009 / 2.007
F_max in eV/Å: 6.60

Here are the Löwdin charges for atoms 1 to 2, given in e:
1 C -0.09
2 C -0.19